Here is C17H12Cl2F2IrN2S as an isolated structure from the Open Molecules 2025 dataset. Energies are from ωB97M-V/def2-TZVPD.

Computed properties:
Frontier orbital gap: 7.666 eV
LUMO energy: -3.836 eV
HOMO level: -11.502 eV
E_tot: -2386.98576 Eh
Relative energy (zero: lowest compared OMol25 entry of this formula, charge and spin): 0.00 kcal per mole
Total charge: +1

```
37
Properties=species:S:1:pos:R:3:nbo_charge:R:1
Ir 0.974 0.296 -0.082 0.679
S 2.423 0.668 -1.778 0.002
C 2.183 2.343 -1.293 0.075
C 2.757 3.510 -1.744 -0.251
C 2.292 4.701 -1.198 -0.105
C 1.285 4.690 -0.240 -0.258
C 0.768 3.476 0.174 0.070
N 1.218 2.334 -0.341 -0.476
H 3.525 3.490 -2.503 0.251
H 2.711 5.642 -1.528 0.242
H 0.906 5.606 0.188 0.246
H -0.004 3.404 0.930 0.221
F -4.132 1.802 -0.643 -0.299
C -3.255 0.807 -0.500 0.467
C -1.907 1.121 -0.444 -0.371
C -0.998 0.092 -0.285 -0.008
C -1.434 -1.253 -0.215 -0.219
C -2.808 -1.491 -0.271 0.453
F -3.270 -2.747 -0.193 -0.310
C -3.738 -0.484 -0.405 -0.369
C -0.386 -2.276 -0.152 0.207
C -0.566 -3.656 -0.157 -0.224
C 0.542 -4.483 -0.140 -0.120
C 1.815 -3.933 -0.127 -0.244
C 1.935 -2.560 -0.127 0.067
N 0.868 -1.755 -0.130 -0.450
H -1.606 2.154 -0.543 0.239
H -4.794 -0.701 -0.451 0.265
H -1.559 -4.070 -0.179 0.256
H 0.410 -5.557 -0.144 0.240
H 2.702 -4.549 -0.124 0.246
H 2.899 -2.068 -0.122 0.225
Cl 0.434 -2.403 3.103 0.036
C -0.500 -0.932 3.004 -0.388
Cl 0.425 0.427 2.254 0.106
H -0.722 -0.572 4.002 0.252
H -1.392 -1.073 2.404 0.244
```